An isolated molecule of C10H12O in a non-equilibrium geometry. Source: the OMol25 dataset; level of theory: ωB97M-V with the def2-TZVPD basis set.

Atoms and positions in Å:
O 0.975 1.042 -3.051
C 1.136 0.473 -0.777
C 0.734 1.284 0.511
C -0.987 -0.092 2.095
C -1.262 -2.681 1.222
C -0.859 -0.336 -0.025
C 1.741 1.286 -1.833
C -0.147 0.055 -1.350
C -1.125 -1.197 1.072
C -0.184 0.411 -2.661
C -0.669 0.831 0.868
H 0.918 2.350 0.406
H -1.023 0.639 -3.329
H 1.719 -0.441 -0.681
H -2.254 -3.307 1.104
H -0.105 -0.237 2.680
H -1.574 1.519 0.672
H -0.841 -3.065 2.221
H -0.629 -3.200 0.550
H 1.504 1.034 1.379
H -1.714 0.197 2.733
H 1.848 2.286 -1.531
H 2.798 1.152 -2.274

The energy relative to the best compared isomer or geometry (same formula, charge and spin) is 490.3 kJ/mol. The charge is 0.

Mulliken atomic charge list, values in e, 8 entries: O -0.3874; C 0.6959; C -1.4209; C -1.1342; C -1.1426; C -0.2562; C -0.8310; C 0.1047

=====

A structure of composition C27H25LiN3O2S2. Source: the OMol25 dataset; level of theory: ωB97M-V with the def2-TZVPD basis set.

Atoms and positions in Å:
S 1.372 2.742 1.647
S 2.421 0.457 -0.767
O -1.209 0.119 3.716
O -2.615 3.192 -2.504
N -1.556 1.676 0.523
N -0.117 -0.204 1.759
N -0.745 2.042 -1.969
C 4.096 -0.437 1.254
C 2.624 1.490 1.835
C 0.558 -1.100 2.710
C -1.280 -0.606 -6.020
C -0.726 2.116 -3.433
C -2.277 2.537 -0.175
C -3.632 3.032 1.700
C -3.334 3.254 0.359
C -1.815 2.598 -1.592
C 1.129 -2.608 0.812
C 1.127 -5.013 1.014
C 0.736 -4.899 2.337
C -2.894 2.113 2.430
C -1.854 3.122 -3.740
C -1.183 -1.760 -5.253
C 3.237 1.506 3.219
C -1.136 0.634 -5.418
C -1.855 1.449 1.793
C 0.534 -3.641 2.897
C -0.904 0.741 -4.049
C -0.999 0.412 2.412
C -0.795 -0.417 -3.290
C 0.715 -2.491 2.139
C 3.022 0.587 0.911
C 1.328 -3.862 0.258
C -0.267 -0.946 4.006
C -0.935 -1.660 -3.893
Li 0.356 1.385 -0.129
H 0.334 -0.624 4.854
H 1.325 -1.711 0.224
H -0.566 -0.352 -2.234
H 1.288 -5.990 0.574
H 4.278 -1.078 0.394
H -4.441 3.575 2.171
H -3.894 3.956 -0.242
H 1.660 -3.934 -0.771
H 1.559 -0.681 2.853
H -0.846 -1.830 4.274
H 3.500 2.531 3.491
H -1.290 -2.732 -5.719
H 4.126 0.881 3.317
H -0.835 -2.554 -3.290
H 3.806 -1.086 2.092
H -1.460 -0.671 -7.086
H 0.244 -3.573 3.939
H 2.508 1.180 3.974
H 0.592 -5.786 2.942
H -1.197 1.532 -6.025
H -1.470 4.123 -3.938
H -3.105 1.912 3.471
H 0.237 2.511 -3.761
H 5.047 0.031 1.530
H -2.528 2.812 -4.535

The charge is -1.

Mulliken atomic charge list, values in e, 8 entries: S -0.4704; S -0.5348; O -0.4587; O -0.4782; N 0.0917; N 0.2109; N -0.2735; C -1.6234

=====

A cluster of 2 separate species, C2H7Cl3NSi in total in a non-equilibrium geometry. Source: the OMol25 dataset; level of theory: ωB97M-V with the def2-TZVPD basis set.

Atoms and positions in Å:
Cl -2.088 2.240 -0.927
Cl 3.067 1.305 1.470
Cl 3.198 -1.347 -0.540
Si 2.036 0.004 0.364
N -0.641 0.418 1.018
C 0.348 -0.208 0.225
C -0.323 -1.239 -0.699
H 0.448 -1.942 -1.084
H -0.946 -0.855 -1.578
H -1.084 -1.634 0.047
H -1.153 1.021 0.377
H -0.277 1.113 1.683
H -1.209 -0.444 1.341
H -1.376 1.570 -1.699

The energy relative to the best compared isomer or geometry (same formula, charge and spin) is 262.7 kJ/mol. The charge is +1.

Mulliken atomic charge list, values in e, 8 entries: Cl -0.3024; Cl -0.1381; Cl -0.1241; Si 0.5028; N 0.0461; C 0.0791; C -1.0219; H 0.3069

=====

A structure of composition CF5LiO3PV in a non-equilibrium geometry. Source: the OMol25 dataset; level of theory: ωB97M-V with the def2-TZVPD basis set.

Atoms and positions in Å:
V 0.852 -1.148 1.594
P 0.546 0.032 -1.556
F 0.348 1.057 -2.757
F 0.177 -1.179 -2.472
F 0.852 -1.128 -0.352
F 2.056 0.417 -1.427
F 2.301 -1.409 2.517
O -2.267 1.214 0.631
O -0.590 0.746 -0.718
O -0.618 0.026 1.463
C -1.200 0.637 0.531
Li -2.456 0.736 2.547

The energy relative to the best compared isomer or geometry (same formula, charge and spin) is 0.0 kJ/mol. The charge is +1. As for the spin multiplicity: 4. Its expectation value of S² is 3.755.

Mulliken atomic charge list, values in e, 8 entries: V 1.4749; P 1.2036; F -0.3130; F -0.1793; F -0.4495; F -0.1678; F -0.6733; O -0.7203

=====

| no. | energy (a.u.) |
| --- | --- |
| 1 | -463.29851 |
| 2 | -2162.64381 |
| 3 | -1804.99552 |
| 4 | -2056.05595 |